Entry 1:
ORCA calculation (ωB97M-V with the def2-TZVPD basis set) on a structure of composition C16H12N5O3S2Tl.

Cartesian coordinates (Å):
Tl: -0.46711 0.30693 0.02153
S: -2.25653 1.45757 -1.18134
C: -1.75923 3.06564 -0.62926
C: -2.03003 4.13085 -1.49167
C: -1.69994 5.42777 -1.14868
C: -1.03184 5.67682 0.04196
C: -0.69641 4.62718 0.87558
C: -1.07406 3.31632 0.57358
S: -0.55392 2.06982 1.71949
H: -2.52024 3.92267 -2.43349
H: -1.94312 6.24036 -1.82017
H: -0.75127 6.68656 0.31058
H: -0.14253 4.81109 1.78656
O: -1.79306 -4.08917 -1.84307
C: -2.43352 -4.87337 -0.85377
N: -3.84807 -4.67896 -0.92597
C: -4.60297 -3.75997 -0.25919
O: -5.81032 -3.71373 -0.38105
C: -3.91029 -2.80754 0.67513
C: -4.43944 -2.61587 1.94587
C: -3.84535 -1.69520 2.78914
C: -2.76375 -0.96628 2.32189
N: -2.27449 -1.12209 1.09426
C: -2.82931 -2.03156 0.28955
H: -0.84995 -4.30155 -1.82260
H: -2.09001 -4.60266 0.14787
H: -2.22249 -5.93285 -1.01247
H: -4.36629 -5.20469 -1.61360
H: -5.30787 -3.18461 2.25137
H: -4.21437 -1.53038 3.79124
H: -2.27654 -0.22190 2.94007
H: -2.39199 -2.15074 -0.69601
O: 0.46769 -1.63756 0.06674
N: 0.59927 -1.98622 1.33319
C: 0.83844 -3.24161 1.50997
C: 1.00213 -3.72424 2.85018
N: 1.11820 -4.13180 3.91730
C: 0.89013 -4.16713 0.40976
N: 0.88659 -4.88144 -0.48967

Calculated values
- Molar mass: 590.82 Da
- ΔE to the lowest compared entry with this formula, charge and spin: 0.00 kcal/mol
- 2S+1: 1
- HOMO level: -8.6 eV
- LUMO: -0.0595 Ha
- Charge: 0

Entry 2:
ORCA calculation (ωB97M-V with the def2-TZVPD basis set) on a structure of composition C16H12N6PtS8.

Cartesian coordinates (Å):
Pt: -0.11983 0.24584 -0.48531
C: -0.07678 -1.96205 3.43467
C: -0.22176 -1.50460 2.01834
N: -0.03401 -0.29603 1.64686
N: 0.30475 0.63959 2.58479
C: -0.10825 1.83551 2.22509
N: 0.20723 2.83959 3.07033
S: -1.06490 2.22319 0.81740
C: -0.62488 -2.45040 0.95171
C: -0.56460 -3.82199 1.13347
C: -0.93928 -4.65495 0.09309
C: -1.38187 -4.09401 -1.09219
C: -1.41771 -2.71391 -1.19288
N: -1.04646 -1.90985 -0.19791
H: -0.11064 -1.10762 4.10096
H: 0.88713 -2.46100 3.57651
H: -0.86660 -2.66722 3.69548
H: 0.83308 2.64839 3.83402
H: 0.01777 3.78639 2.80202
H: -0.20798 -4.22711 2.07111
H: -0.88535 -5.73013 0.20954
H: -1.68614 -4.70559 -1.93125
H: -1.77103 -2.21932 -2.08972
S: 1.78772 -1.31344 -1.26870
C: 2.80686 -0.79638 -0.03798
C: 3.67556 -1.77761 0.57826
N: 4.33523 -2.58255 1.07053
C: 2.88114 0.55104 0.39262
S: 1.90636 1.74612 -0.23832
C: 3.82918 0.93108 1.42039
N: 4.56279 1.24399 2.24975
C: -0.47071 3.77226 -2.50649
S: -0.44149 3.31289 -4.24796
C: -0.05843 1.62744 -4.24421
C: -0.61090 0.56487 -3.48565
S: -1.83396 0.65374 -2.34006
S: -0.04385 -1.01179 -3.99335
C: 0.99182 -0.53539 -5.28905
S: 1.83881 -1.55323 -6.22027
S: 1.03800 1.19105 -5.48365
H: -0.92649 4.76168 -2.48517
H: 0.54291 3.82361 -2.11915
H: -1.08015 3.08636 -1.93253

Calculated values
- Molar mass: 739.93 Da
- ΔE to the lowest compared entry with this formula, charge and spin: 29.41 kcal/mol
- Expectation value of S²: 6.056
- 2S+1: 5
- HOMO level (spin up / spin down): -7.4 / -8.3 eV
- LUMO (spin up / spin down): -0.0278 / -0.1169 Ha
- Charge: 0

Entry 3:
ORCA calculation (ωB97M-V with the def2-TZVPD basis set) on a structure of composition C16H13CeCl2FeO3P.

Cartesian coordinates (Å):
Ce: 2.59007 3.57064 1.07769
Fe: 0.74295 2.00255 0.59574
Cl: 3.30772 1.17885 0.14326
Cl: -0.09880 4.18956 0.57494
C: 0.57932 0.84720 2.23495
C: 4.36527 5.93922 1.48213
C: 2.60828 5.92944 2.12653
O: -0.26160 0.49780 2.99903
O: 5.26394 6.69632 1.51039
O: 2.35241 7.02297 2.55665
C: -0.74638 0.40421 -2.41317
P: -0.31899 0.28874 -0.58209
C: -1.93798 -0.48716 -0.14859
C: -2.11941 -1.87282 -0.01471
C: -3.39363 -2.37375 0.26464
C: -4.49201 -1.52260 0.25763
C: -4.33058 -0.13202 0.09215
C: -3.03815 0.41593 -0.08550
C: 0.79462 -1.23314 -0.42181
C: 1.57844 -1.52837 -1.54906
C: 2.41092 -2.67650 -1.58392
C: 2.47666 -3.54191 -0.48937
C: 1.79176 -3.14849 0.67351
C: 1.00087 -1.99728 0.73806
H: -1.65155 1.05266 -2.46694
H: -0.98565 -0.54871 -2.93690
H: 0.10598 0.82336 -2.96223
H: -1.31503 -2.60083 -0.00325
H: -3.57413 -3.45802 0.28856
H: -5.47824 -2.00249 0.28910
H: -5.26116 0.44222 0.00918
H: -2.88088 1.52340 -0.02446
H: 1.55378 -0.83960 -2.41285
H: 2.99274 -2.87931 -2.49150
H: 3.02516 -4.49317 -0.56191
H: 1.81499 -3.77520 1.55051
H: 0.52829 -1.71371 1.68364

Calculated values
- Molar mass: 551.12 Da
- ΔE to the lowest compared entry with this formula, charge and spin: 4.37 kcal/mol
- Expectation value of S²: 12.092
- 2S+1: 7
- HOMO level (spin up / spin down): -21.7 / -21.5 eV
- LUMO (spin up / spin down): -0.5004 / -0.5944 Ha
- Charge: +4

Entry 4:
ORCA calculation (ωB97M-V with the def2-TZVPD basis set) on a structure of composition C16H13Cl3F5N3O2PbS.

Cartesian coordinates (Å):
Pb: -0.12868 -1.83180 -0.99786
F: 6.61881 -2.85114 -1.58323
C: 5.43052 -2.69115 -1.00415
C: 5.01225 -1.43044 -0.61418
F: 5.80514 -0.37784 -0.81980
C: 3.77413 -1.27515 -0.01681
F: 3.41515 -0.04035 0.34325
C: 2.92149 -2.35150 0.20893
S: 1.35706 -2.13549 1.01088
C: 3.37027 -3.60211 -0.19828
F: 2.60454 -4.68311 -0.03059
C: 4.60659 -3.78194 -0.79610
F: 5.00524 -4.99562 -1.17803
C: 0.28126 3.11439 1.34827
C: 0.26249 3.09993 -0.18569
C: -0.97711 3.82273 -0.72281
C: 1.54877 3.71892 -0.75437
C: 0.23769 1.69858 -0.63314
N: 0.28432 0.62523 -1.03236
H: 0.30614 4.15346 1.67960
H: 1.16577 2.60587 1.73277
H: -0.61418 2.63488 1.73991
H: -0.93789 4.85920 -0.38419
H: -1.88039 3.35417 -0.33850
H: -0.99047 3.81982 -1.81366
H: 1.62494 4.74563 -0.39456
H: 1.53200 3.73540 -1.84434
H: 2.43113 3.17129 -0.42309
N: -2.96659 -1.05893 -1.68221
C: -4.00708 -2.95512 0.20144
C: -3.21612 -2.18270 2.45131
N: -1.53780 -1.60346 0.80186
C: -2.69361 -0.89473 -2.78341
H: -4.23736 -3.01360 -0.84610
H: -4.32336 -3.59480 0.99919
H: -2.51061 -2.88914 2.86125
H: -2.70665 -0.50564 -3.78127
Cl: -3.04709 -1.72452 0.68281
C: -4.04544 -0.00457 1.07535
Cl: -4.17953 -1.35410 3.55991
Cl: -5.55992 0.04789 0.40687
C: -3.18158 1.27914 1.23970
O: -3.64141 2.06650 2.05055
O: -2.21285 1.27593 0.46494

Calculated values
- Molar mass: 719.92 Da
- ΔE to the lowest compared entry with this formula, charge and spin: 0.00 kcal/mol
- 2S+1: 1
- HOMO level (spin up / spin down): -8.2 / -8.3 eV
- LUMO (spin up / spin down): -0.0513 / -0.0366 Ha
- Charge: 0

Entry 5:
ORCA calculation (ωB97M-V with the def2-TZVPD basis set) on a cluster of 2 separate species, C16H13Cl4O3 in total.

Cartesian coordinates (Å):
Cl: -1.90042 2.56123 2.34050
C: -1.11378 1.06295 2.08257
C: -1.86000 -0.10591 2.00579
Cl: -3.53311 -0.11524 2.26499
C: -1.22030 -1.42800 1.93502
O: -1.85457 -2.47454 1.83447
C: 0.29605 -1.43078 2.19109
O: 0.79606 -2.26036 2.94437
C: 0.99841 -0.16204 1.84581
Cl: 2.68427 -0.23480 1.94759
C: 0.32698 1.05350 1.93583
Cl: 1.19247 2.52873 2.10305
C: 0.96501 -9.43069 -0.14837
C: -0.18452 -8.45191 -0.42567
C: -0.65490 -8.73898 -1.86592
C: -1.39942 -8.68653 0.48414
C: 0.28750 -6.95606 -0.23785
C: 0.26460 -6.07862 -1.33266
C: 0.35580 -4.71791 -1.16246
C: 0.58987 -4.08621 0.13315
O: 0.60397 -2.82768 0.25971
C: 0.80776 -5.06268 1.21260
C: 0.68255 -6.43028 1.01971
H: 1.39148 -9.29916 0.85248
H: 0.60544 -10.46580 -0.25522
H: 1.75458 -9.27617 -0.90092
H: -1.48725 -8.07963 -2.15732
H: 0.16949 -8.64000 -2.58981
H: -1.01880 -9.77993 -1.91697
H: -2.20591 -8.00511 0.16891
H: -1.76897 -9.71544 0.36915
H: -1.16741 -8.49683 1.53900
H: 0.17578 -6.48745 -2.34481
H: 0.23214 -4.00880 -1.97592
H: 1.04511 -4.63397 2.18442
H: 0.89309 -7.11213 1.86855

Calculated values
- Molar mass: 395.09 Da
- ΔE to the lowest compared entry with this formula, charge and spin: 37.58 kcal/mol
- 2S+1: 1
- HOMO level: -3.0 eV
- LUMO: 0.0309 Ha
- Charge: -1

Entry 6:
ORCA calculation (ωB97M-V with the def2-TZVPD basis set) on a structure of composition C16H13Cl5O2SSeSiV.

Cartesian coordinates (Å):
V: -0.71371 0.14673 0.25529
O: 0.77561 3.27349 2.17252
C: 0.45922 2.69504 1.16893
O: -0.23169 1.55111 1.21896
C: 0.81521 3.18006 -0.20136
C: 1.73026 4.23349 -0.24269
C: 2.15249 4.77082 -1.44047
C: 1.64709 4.25814 -2.62941
C: 0.73133 3.22445 -2.60687
C: 0.29853 2.66949 -1.39885
S: -0.96859 1.43520 -1.56660
H: 2.10108 4.60721 0.70177
H: 2.87080 5.57916 -1.45171
H: 1.96588 4.66482 -3.58039
H: 0.33105 2.83017 -3.53174
Cl: -0.35164 -1.86840 -2.41817
C: 0.87120 -2.02005 -1.20641
C: 0.73385 -1.29267 -0.02882
C: 1.64367 -1.54858 0.98992
Cl: 1.37813 -0.78762 2.52072
C: 2.71674 -2.41806 0.82804
Cl: 3.83272 -2.68018 2.10679
C: 2.86741 -3.07969 -0.38882
Cl: 4.19203 -4.14408 -0.62519
C: 1.93147 -2.89873 -1.40811
Cl: 2.08501 -3.75850 -2.88649
C: -5.03721 -0.82457 2.90431
Si: -3.33897 -0.10353 2.65764
C: -2.15225 -0.61913 3.99283
C: -3.42817 1.74587 2.49973
Se: -2.62570 -1.09376 0.65272
H: -5.44575 -0.47705 3.85680
H: -5.01373 -1.91469 2.91962
H: -5.71332 -0.50781 2.10870
H: -2.52002 -0.29165 4.96881
H: -1.17347 -0.16465 3.83071
H: -2.02585 -1.70206 4.01650
H: -3.91334 2.13147 3.40174
H: -4.02561 2.04947 1.63909
H: -2.44305 2.20528 2.42438

Calculated values
- Molar mass: 604.60 Da
- ΔE to the lowest compared entry with this formula, charge and spin: 0.04 kcal/mol
- Expectation value of S²: 0.777
- 2S+1: 2
- HOMO level (spin up / spin down): -8.7 / -8.8 eV
- LUMO (spin up / spin down): -0.0644 / -0.0404 Ha
- Charge: 0

Entry 7:
ORCA calculation (ωB97M-V with the def2-TZVPD basis set) on the molecule C16H13ClN2O3S.

Cartesian coordinates (Å):
C: 1.27037 -2.28752 -3.32253
H: 1.55187 -1.30614 -3.71012
O: -0.12595 -2.38091 -3.12142
C: -0.80555 -1.45854 -2.41458
C: -2.19863 -1.57785 -2.50831
C: -3.05815 -0.68835 -1.90365
C: -2.52544 0.37355 -1.18944
C: -1.15867 0.50541 -1.05504
C: -0.28621 -0.40652 -1.64376
N: 1.09912 -0.29283 -1.39063
S: 1.61830 -1.20977 -0.08209
O: 3.04168 -1.08610 -0.02347
O: 1.05605 -2.52257 -0.18770
C: 0.90254 -0.42611 1.37073
C: 0.28681 -1.20813 2.30333
C: -0.20993 -0.64011 3.48800
C: -0.06312 0.69967 3.72218
C: 0.56363 1.53130 2.77154
C: 0.73918 2.92001 2.94920
C: 1.34621 3.65133 1.96440
C: 1.75003 2.99251 0.79003
N: 1.60377 1.71183 0.58785
C: 1.04561 0.96159 1.55885
H: 2.20173 3.54665 -0.02266
H: 1.50228 4.71366 2.06582
H: 0.38733 3.38509 3.85926
H: -0.42574 1.14426 4.63784
H: -0.69767 -1.27214 4.21391
H: 0.19442 -2.26466 2.10696
H: 1.40616 0.65756 -1.19899
H: -0.74974 1.32854 -0.48895
Cl: -3.56642 1.52846 -0.43341
H: -4.12593 -0.80606 -1.99381
H: -2.58329 -2.40230 -3.08695
H: 1.82295 -2.48969 -2.40415
H: 1.49516 -3.05463 -4.06348

Calculated values
- Molar mass: 348.81 Da
- ΔE to the lowest compared entry with this formula, charge and spin: 19.35 kcal/mol
- 2S+1: 1
- HOMO level: -8.3 eV
- LUMO: -0.0217 Ha
- Charge: 0